1.
C46H57N3O4S7Sr | the ωB97M-V functional and the def2-TZVPD basis

Structure (XYZ):
```
118
Properties=species:S:1:pos:R:3:forces:R:3:lowdin_charge:R:1
Sr 0.254 0.169 -0.524 -2.2 0.6 1.2 1.256
C 0.290 2.423 4.807 -0.1 0.0 0.1 -0.546
C -0.731 1.298 4.952 0.1 0.0 0.3 -0.544
S -1.459 0.914 3.352 0.1 0.0 -0.2 0.863
C -2.736 -0.253 3.841 0.0 -0.1 -0.1 -0.535
C -2.245 -1.613 4.337 -0.1 0.1 0.1 -0.529
S -1.176 -2.489 3.166 0.0 -0.1 -0.1 0.868
C 0.415 -2.349 4.012 0.2 0.1 0.0 -0.542
C 1.585 -2.437 3.041 0.0 -0.2 0.0 -0.523
S 1.828 -1.045 1.918 0.0 0.0 0.1 0.850
C 2.987 -0.032 2.859 0.0 0.1 0.0 -0.519
C 2.419 0.768 4.035 0.1 -0.1 0.0 -0.506
S 1.474 2.199 3.462 0.0 0.1 -0.1 0.854
H 0.807 2.581 5.756 0.0 0.0 0.0 0.080
H -0.220 3.354 4.555 0.0 0.0 0.0 0.067
H -1.509 1.619 5.650 0.0 0.0 0.0 0.086
H -0.248 0.420 5.391 -0.1 0.0 0.0 0.053
H -3.307 -0.399 2.922 0.0 0.0 0.0 0.041
H -3.400 0.196 4.585 0.0 0.0 0.0 0.084
H -3.110 -2.248 4.539 0.0 0.0 0.0 0.070
H -1.707 -1.521 5.281 0.0 0.0 0.0 0.070
H 0.512 -3.150 4.750 0.0 0.0 0.0 0.081
H 0.440 -1.397 4.539 0.0 0.0 0.0 0.034
H 1.490 -3.327 2.416 0.0 0.0 0.0 0.074
H 2.515 -2.556 3.602 0.0 0.0 0.0 0.081
H 3.425 0.642 2.121 0.0 0.0 0.0 0.049
H 3.790 -0.682 3.211 0.0 0.0 0.0 0.082
H 3.250 1.103 4.661 0.0 0.0 0.0 0.080
H 1.783 0.139 4.653 0.0 0.0 0.0 0.052
C 3.644 1.432 -7.885 0.0 0.0 -0.1 -0.052
C 3.438 0.765 -6.554 0.0 0.0 0.0 -0.275
C 2.507 1.256 -5.641 0.0 0.0 -0.1 -0.030
C 2.329 0.655 -4.406 0.0 0.0 0.0 -0.058
C 3.090 -0.456 -4.069 0.2 -0.1 -0.2 -0.272
C 4.017 -0.969 -4.966 -0.1 0.2 -0.1 -0.050
C 4.184 -0.354 -6.199 0.0 -0.1 0.0 -0.041
S 2.936 -1.240 -2.491 -0.1 0.1 0.2 0.569
O 3.665 -0.407 -1.551 0.0 0.1 -0.1 -0.353
O 3.413 -2.596 -2.645 0.0 0.1 0.0 -0.308
N 1.382 -1.122 -2.152 0.2 -1.9 -0.4 -0.290
C 0.621 -2.310 -1.993 0.5 0.5 -0.3 -0.428
C 0.702 -3.426 -2.840 0.0 -0.1 0.0 -0.036
C -0.131 -4.493 -2.606 -0.1 0.0 0.0 -0.064
C -1.043 -4.450 -1.550 0.0 0.0 0.0 -0.073
C -1.066 -3.316 -0.772 0.0 0.1 0.0 -0.157
N -0.257 -2.273 -0.981 0.2 -0.3 -0.2 -0.004
H 2.798 2.065 -8.150 0.0 0.0 0.0 0.074
H 3.782 0.699 -8.680 0.0 0.0 0.0 0.077
H 4.534 2.065 -7.870 0.0 0.0 0.0 0.083
H 1.898 2.115 -5.901 0.0 0.0 0.0 0.106
H 1.587 1.050 -3.725 0.0 0.0 0.1 0.075
H 4.588 -1.846 -4.699 0.0 0.0 0.0 0.111
H 4.904 -0.760 -6.900 0.0 0.0 0.0 0.113
H 1.424 -3.443 -3.642 0.0 0.0 0.0 0.106
H -0.077 -5.365 -3.246 0.0 0.0 0.0 0.107
H -1.709 -5.275 -1.338 0.0 0.0 0.0 0.098
H -1.746 -3.214 0.066 0.0 0.0 0.0 0.094
N -1.534 -1.396 -4.574 0.1 0.0 0.0 0.121
C -1.942 -0.950 -3.582 -0.1 -0.1 0.0 0.028
H -1.087 -1.767 -5.385 0.0 0.0 0.0 0.086
C 4.341 2.408 -0.251 0.2 0.1 0.0 -0.209
S 2.706 2.299 -0.938 -0.5 -0.6 0.3 0.950
O 1.897 1.656 0.203 1.1 1.0 -0.4 -0.745
C 2.297 4.019 -0.959 0.1 0.1 0.2 -0.392
C 2.021 4.696 0.223 0.0 0.1 -0.1 -0.076
C 1.750 6.051 0.161 0.0 0.0 0.0 -0.062
C 1.766 6.712 -1.064 0.0 0.0 0.0 -0.067
C 2.036 6.021 -2.234 0.0 0.0 0.0 -0.082
C 2.290 4.655 -2.188 0.0 0.1 0.0 -0.078
H 4.235 2.814 0.756 0.1 0.0 0.0 0.064
H 4.934 3.074 -0.875 0.0 0.0 0.0 0.070
H 4.765 1.406 -0.248 -0.1 0.0 0.0 0.049
H 1.993 4.159 1.162 0.0 0.0 0.0 0.086
H 1.512 6.592 1.067 0.0 0.0 0.0 0.109
H 1.544 7.770 -1.104 0.0 0.0 0.0 0.106
H 2.013 6.529 -3.188 0.0 0.0 0.0 0.107
H 2.458 4.091 -3.098 0.0 0.0 0.0 0.115
C -0.904 5.475 -5.894 0.0 0.0 0.0 -0.108
C -1.010 4.149 -6.288 0.0 0.0 0.0 -0.102
C -0.979 3.139 -5.337 0.0 0.0 -0.1 -0.064
C -0.858 3.415 -3.973 0.1 -0.2 0.0 -0.216
C -0.738 4.755 -3.597 0.0 0.0 0.0 -0.056
C -0.765 5.768 -4.542 0.0 0.0 0.0 -0.092
C -0.779 2.269 -3.023 0.0 0.3 -0.1 -0.167
C -1.029 2.180 -1.705 0.0 0.1 0.0 -0.200
C -1.645 3.281 -0.953 0.0 -0.1 0.0 -0.294
C -1.164 3.640 0.313 0.0 0.0 0.1 -0.065
C -1.753 4.652 1.058 0.0 0.0 0.0 -0.098
C -2.870 5.322 0.580 0.0 0.0 0.0 -0.116
C -3.399 4.945 -0.652 0.0 0.0 0.1 -0.107
C -2.807 3.939 -1.394 0.0 -0.1 0.0 -0.072
H -0.925 6.270 -6.628 0.0 0.0 0.0 0.093
H -1.111 3.897 -7.337 0.0 0.0 0.0 0.095
H -1.052 2.102 -5.651 0.0 0.0 0.0 0.104
H -0.616 5.005 -2.552 0.0 0.0 0.0 0.105
H -0.674 6.798 -4.218 0.0 0.0 0.0 0.099
H -0.472 1.360 -3.548 0.0 0.0 0.0 0.036
H -0.308 3.111 0.722 0.0 0.0 0.0 0.080
H -1.339 4.911 2.027 0.0 0.0 0.0 0.096
H -3.334 6.108 1.161 0.0 0.0 0.0 0.090
H -4.283 5.443 -1.035 0.0 0.0 0.0 0.098
H -3.223 3.656 -2.354 0.0 0.0 0.0 0.117
C -4.620 1.906 1.389 0.1 0.0 0.0 -0.123
C -4.893 0.634 0.603 -0.2 -0.1 0.2 -0.392
S -3.578 0.277 -0.558 0.9 0.3 0.1 0.912
O -2.395 -0.072 0.326 -0.1 0.0 -0.2 -0.611
C -4.200 -1.292 -1.152 -0.2 -0.2 0.1 -0.423
C -5.281 -1.116 -2.207 -0.1 0.0 0.0 -0.136
H -5.331 1.988 2.211 0.0 0.0 0.0 0.080
H -4.713 2.788 0.759 0.0 0.1 -0.1 0.065
H -3.611 1.911 1.804 0.0 -0.1 0.0 0.032
H -5.817 0.708 0.026 0.0 0.0 0.0 0.087
H -4.957 -0.246 1.251 0.0 0.0 0.0 0.083
H -4.527 -1.869 -0.282 0.0 0.0 0.0 0.094
H -3.325 -1.779 -1.574 0.1 0.0 0.0 0.031
H -6.191 -0.669 -1.806 0.0 0.0 0.0 0.064
H -5.552 -2.084 -2.627 0.0 0.0 0.0 0.077
H -4.924 -0.485 -3.020 0.0 0.0 0.0 0.066
```
Positions in Å, forces in eV/Å.

## Properties
**Largest force on an atom**: 2.5 eV Å⁻¹
**HOMO**: -6.14 eV
**Charge**: 0
**HOMO-LUMO gap**: 6.471 eV

***

2.
C46H58BF2I2NO5STa | the ωB97M-V functional and the def2-TZVPD basis

Structure (XYZ):
```
117
Properties=species:S:1:pos:R:3:forces:R:3:lowdin_charge:R:1
Ta -1.330 -2.150 -3.000 0.0 0.3 1.2 1.836
C -2.359 1.008 -4.426 -0.1 -0.1 0.0 -0.034
O -1.711 0.398 -3.295 0.0 0.1 0.0 -0.282
C -1.321 1.333 -2.333 0.0 0.0 0.0 -0.194
C -0.040 1.858 -2.431 0.0 0.0 0.0 -0.117
C 0.897 1.389 -3.520 0.0 0.0 0.0 -0.053
C 1.917 0.457 -2.932 0.0 0.0 0.0 -0.119
C 3.237 0.856 -2.813 0.0 0.0 0.0 0.030
C 4.209 0.057 -2.218 0.0 0.0 0.0 -0.147
C 3.804 -1.183 -1.754 0.0 0.0 0.0 0.037
C 2.488 -1.630 -1.854 0.0 0.0 0.0 -0.121
C 2.123 -2.959 -1.259 0.0 0.0 0.0 -0.053
C 1.274 -2.754 -0.026 0.0 0.0 0.0 -0.116
C 1.835 -2.292 1.150 0.0 0.0 0.0 0.045
C 1.058 -2.037 2.280 0.0 0.0 0.0 -0.133
C -0.302 -2.298 2.200 0.0 0.0 0.0 0.049
C -0.919 -2.771 1.041 0.0 0.0 0.0 -0.093
C -2.417 -3.033 1.090 0.0 0.1 0.0 -0.044
C -3.167 -1.722 1.183 0.0 0.0 0.0 -0.122
C -3.591 -1.169 2.388 0.0 0.0 0.0 0.037
C -4.115 0.120 2.450 0.0 0.0 0.0 -0.140
C -4.181 0.865 1.268 0.0 0.0 0.0 0.027
C -3.758 0.354 0.051 0.0 0.0 -0.1 -0.121
C -3.618 1.196 -1.196 0.0 0.0 0.0 -0.048
C -2.193 1.715 -1.321 0.0 0.0 0.0 -0.097
C -1.718 2.616 -0.369 0.0 0.0 0.0 0.046
C -0.433 3.141 -0.410 0.0 0.0 0.0 -0.139
C 0.389 2.752 -1.466 0.0 0.0 0.0 0.040
C 0.103 4.099 0.651 0.0 0.0 0.0 -0.551
C 0.506 5.422 -0.012 0.0 0.0 0.0 -0.039
C 1.332 3.463 1.315 0.0 0.0 0.0 -0.036
C -0.933 4.394 1.736 0.0 0.0 0.0 -0.061
C -3.309 -0.957 0.043 0.1 -0.1 0.0 -0.217
O -2.843 -1.507 -1.145 0.1 0.3 0.1 -0.363
C -4.575 0.758 3.759 0.0 0.0 0.0 -0.556
C -6.060 1.131 3.644 0.0 0.0 0.0 -0.038
C -3.745 2.024 4.018 0.0 0.0 0.0 -0.042
C -4.403 -0.181 4.953 0.0 0.0 0.0 -0.062
C -0.099 -2.952 -0.063 0.0 0.0 0.0 -0.165
O -0.622 -3.409 -1.300 0.0 0.0 -0.4 -0.316
C -0.666 -4.857 -1.423 -0.1 -0.1 0.0 0.002
C 1.716 -1.482 3.541 0.0 0.0 0.0 -0.551
C 2.784 -2.466 4.036 0.0 0.0 0.0 -0.038
C 2.374 -0.138 3.197 0.0 0.0 0.0 -0.034
C 0.707 -1.249 4.665 0.0 0.0 0.0 -0.060
C 1.544 -0.796 -2.436 -0.1 0.2 -0.2 -0.174
O 0.218 -1.193 -2.582 0.6 0.0 0.2 -0.250
C 5.642 0.565 -2.096 0.0 0.0 0.0 -0.557
C 5.642 1.855 -1.263 0.0 0.0 0.0 -0.040
C 6.197 0.857 -3.497 0.0 0.0 0.0 -0.039
C 6.557 -0.452 -1.415 0.0 0.0 0.0 -0.063
H -3.276 1.504 -4.110 0.0 0.0 0.0 0.103
H -1.683 1.734 -4.878 0.0 0.0 0.0 0.105
H -2.600 0.219 -5.133 0.0 0.0 0.0 0.074
H 0.349 0.886 -4.313 0.0 0.0 0.0 0.116
H 1.408 2.243 -3.963 0.0 0.0 0.0 0.134
H 3.505 1.830 -3.205 0.0 0.0 0.0 0.121
H 4.520 -1.851 -1.293 0.0 0.0 0.0 0.111
H 1.618 -3.578 -2.000 0.0 0.0 0.0 0.107
H 3.038 -3.482 -0.981 0.0 0.0 0.0 0.135
H 2.904 -2.115 1.173 0.0 0.0 0.0 0.126
H -0.932 -2.135 3.063 0.0 0.0 0.0 0.109
H -2.739 -3.605 0.223 0.0 0.0 0.0 0.100
H -2.629 -3.633 1.976 0.0 0.0 0.0 0.136
H -3.495 -1.763 3.287 0.0 0.0 0.0 0.111
H -4.554 1.882 1.297 0.0 0.0 0.0 0.121
H -3.882 0.620 -2.083 0.0 0.0 0.0 0.096
H -4.300 2.046 -1.140 0.0 0.0 0.0 0.136
H -2.390 2.901 0.429 0.0 0.0 0.0 0.106
H 1.400 3.139 -1.538 0.0 0.0 0.0 0.124
H 1.285 5.277 -0.762 0.0 0.0 0.0 0.079
H -0.351 5.889 -0.502 0.0 0.0 0.0 0.093
H 0.890 6.115 0.738 0.0 0.0 0.0 0.089
H 2.126 3.266 0.594 0.0 0.0 0.0 0.078
H 1.732 4.129 2.082 0.0 0.0 0.0 0.092
H 1.065 2.516 1.789 0.0 0.0 0.0 0.071
H -1.822 4.877 1.326 0.0 0.0 0.0 0.091
H -1.241 3.485 2.259 0.0 0.0 0.0 0.077
H -0.500 5.071 2.474 0.0 0.0 0.0 0.091
H -6.235 1.846 2.838 0.0 0.0 0.0 0.080
H -6.668 0.246 3.448 0.0 0.0 0.0 0.094
H -6.405 1.584 4.574 0.0 0.0 0.0 0.090
H -3.879 2.767 3.231 0.0 0.0 0.0 0.074
H -4.045 2.481 4.962 0.0 0.0 0.0 0.091
H -2.681 1.783 4.079 0.0 0.0 0.0 0.085
H -4.989 -1.095 4.838 0.0 0.0 0.0 0.090
H -3.356 -0.454 5.107 0.0 0.0 0.0 0.083
H -4.748 0.319 5.858 0.0 0.0 0.0 0.091
H 0.284 -5.253 -1.072 0.0 0.0 0.0 0.118
H -1.495 -5.245 -0.838 0.0 0.0 0.0 0.106
H -0.804 -5.104 -2.475 0.0 0.0 0.0 0.099
H 3.562 -2.628 3.290 0.0 0.0 0.0 0.079
H 3.262 -2.076 4.936 0.0 0.0 0.0 0.090
H 2.339 -3.433 4.279 0.0 0.0 0.0 0.094
H 3.143 -0.245 2.431 0.0 0.0 0.0 0.080
H 1.630 0.572 2.830 0.0 0.0 0.0 0.072
H 2.843 0.287 4.086 0.0 0.0 0.0 0.093
H 0.227 -2.178 4.979 0.0 0.0 0.0 0.090
H 1.223 -0.836 5.533 0.0 0.0 0.0 0.091
H -0.068 -0.537 4.371 0.0 0.0 0.0 0.083
H 5.052 2.641 -1.736 0.0 0.0 0.0 0.078
H 5.233 1.675 -0.267 0.0 0.0 0.0 0.088
H 6.662 2.227 -1.151 0.0 0.0 0.0 0.090
H 5.611 1.619 -4.014 0.0 0.0 0.0 0.079
H 7.223 1.220 -3.422 0.0 0.0 0.0 0.090
H 6.197 -0.045 -4.112 0.0 0.0 0.0 0.094
H 6.228 -0.677 -0.398 0.0 0.0 0.0 0.086
H 6.614 -1.386 -1.978 0.0 0.0 0.0 0.090
H 7.566 -0.044 -1.351 0.0 0.0 0.0 0.090
I -2.833 -3.321 -5.793 0.1 -0.3 -0.3 0.406
I -1.710 -4.980 -7.595 -0.2 0.2 0.2 0.158
O -2.840 -3.563 -2.318 -0.1 -0.1 0.0 -0.603
S -3.790 -2.323 -2.339 -0.2 -0.3 -0.3 0.886
N -3.190 -1.592 -3.566 -0.3 0.1 -0.2 -0.616
F 0.322 -2.043 -5.695 0.1 0.1 0.0 0.153
B 0.103 -2.811 -4.638 -0.1 -0.4 -0.4 -0.864
F 0.839 -3.913 -4.527 0.0 0.0 0.0 0.167
```
Positions in Å, forces in eV/Å.

## Properties
**Largest force on an atom**: 1.3 eV Å⁻¹
**HOMO**: -11.00 eV
**Charge**: +1
**HOMO-LUMO gap**: 6.897 eV